This record from OMol25 describes 9 unconnected molecules or ions with the total composition C26H73N3O16. The level of theory is ωB97M-V with the def2-TZVPD basis set.

Each line ends with the Mulliken charge.
Geometry (Å):
C: 4.83 -8.86 -2.78  -0.72
O: 4.51 -7.53 -3.03  -0.33
C: 4.69 -6.67 -1.92  -0.58
C: 3.44 -6.83 -0.91  -0.86
N: 2.16 -6.66 -1.61  -0.42
C: 2.05 -5.37 -2.34  -0.26
C: 0.67 -5.32 -2.91  -0.66
O: 0.77 -5.28 -4.30  -0.39
C: 0.58 -4.01 -4.93  -0.73
H: 4.23 -9.33 -2.01  0.30
H: 5.85 -8.87 -2.40  0.32
H: 4.70 -9.41 -3.71  0.25
H: 4.64 -5.65 -2.32  0.44
H: 5.49 -6.80 -1.19  0.36
H: 3.53 -6.25 0.01  0.42
H: 3.50 -7.85 -0.55  0.38
H: 2.22 -7.38 -2.31  0.33
H: 2.82 -5.36 -3.11  0.29
H: 2.15 -4.53 -1.65  0.25
H: 0.25 -4.45 -2.40  0.30
H: 0.00 -6.10 -2.54  0.45
H: 1.35 -3.34 -4.55  0.31
H: -0.38 -3.50 -4.79  0.29
H: 0.83 -4.09 -5.99  0.28
C: -2.60 -2.59 3.98  -0.72
O: -3.69 -2.71 4.94  -0.33
C: -3.72 -1.57 5.81  -0.55
C: -4.34 -1.93 7.22  -0.63
N: -5.62 -2.58 7.11  -0.34
C: -6.27 -3.04 8.33  -0.59
C: -7.38 -4.13 8.12  -0.53
O: -6.93 -5.37 8.56  -0.35
C: -7.25 -6.41 7.76  -0.76
H: -2.74 -3.38 3.23  0.22
H: -1.68 -2.75 4.55  0.30
H: -2.55 -1.59 3.54  0.31
H: -4.27 -0.76 5.33  0.35
H: -2.71 -1.23 6.06  0.40
H: -4.60 -0.96 7.65  0.31
H: -3.53 -2.57 7.56  0.38
H: -5.50 -3.28 6.39  0.24
H: -6.68 -2.14 8.79  0.30
H: -5.53 -3.37 9.05  0.37
H: -7.61 -4.25 7.06  0.44
H: -8.19 -3.89 8.81  0.30
H: -6.90 -6.18 6.76  0.35
H: -8.30 -6.69 7.83  0.28
H: -6.54 -7.19 8.04  0.26
C: 5.83 0.43 -3.76  -0.77
O: 6.06 0.51 -2.39  -0.33
C: 4.96 1.01 -1.67  -0.64
C: 5.40 1.75 -0.55  -0.33
N: 4.39 2.16 0.41  -0.39
C: 5.08 2.63 1.67  -0.63
C: 4.60 1.83 2.93  -0.61
O: 4.61 0.44 2.81  -0.29
C: 4.39 -0.42 3.87  -0.78
H: 5.31 1.22 -4.30  0.34
H: 5.31 -0.53 -3.86  0.28
H: 6.76 0.45 -4.32  0.27
H: 4.53 0.14 -1.17  0.23
H: 4.18 1.48 -2.27  0.43
H: 6.00 2.64 -0.76  0.30
H: 6.05 1.06 0.00  0.31
H: 3.88 1.35 0.71  0.30
H: 4.81 3.66 1.90  0.31
H: 6.17 2.70 1.63  0.34
H: 3.58 2.07 3.23  0.36
H: 5.22 2.17 3.75  0.45
H: 5.07 -1.22 3.59  0.26
H: 3.32 -0.57 4.03  0.25
H: 4.97 0.01 4.69  0.34
C: -0.47 4.42 -8.05  -0.47
C: -1.85 4.48 -8.91  -0.38
O: -2.91 4.52 -8.05  -0.51
O: -0.09 5.72 -7.55  -0.51
H: 0.35 3.92 -8.58  0.32
H: -0.55 3.73 -7.21  0.31
H: -1.90 3.69 -9.65  0.33
H: -1.92 5.43 -9.43  0.26
H: -2.68 5.29 -7.53  0.32
H: -0.08 5.55 -6.60  0.33
C: 3.16 7.91 -1.95  -0.30
C: 2.38 9.22 -2.23  -0.36
O: 3.12 10.40 -2.02  -0.51
O: 2.62 6.68 -2.32  -0.51
H: 3.46 7.87 -0.90  0.31
H: 4.01 7.96 -2.63  0.21
H: 1.39 9.27 -1.78  0.30
H: 2.13 9.07 -3.28  0.23
H: 2.69 11.19 -2.35  0.31
H: 2.88 6.03 -1.66  0.32
C: -0.85 5.24 2.86  -0.26
C: -0.39 6.15 4.11  -0.33
O: -0.34 5.40 5.30  -0.54
O: -2.16 5.27 2.66  -0.52
H: -0.60 4.20 3.09  0.24
H: -0.37 5.49 1.91  0.24
H: -1.16 6.90 4.27  0.22
H: 0.44 6.83 3.97  0.35
H: -1.21 5.28 5.69  0.29
H: -2.42 6.17 2.43  0.31
C: -6.37 0.08 -3.62  -0.47
C: -5.97 -1.17 -2.73  -0.30
O: -5.24 -0.75 -1.65  -0.50
O: -5.11 0.58 -4.08  -0.50
H: -6.81 0.89 -3.04  0.28
H: -6.94 -0.03 -4.54  0.28
H: -5.42 -1.89 -3.34  0.26
H: -6.82 -1.73 -2.35  0.34
H: -4.99 -1.48 -1.09  0.30
H: -4.76 1.21 -3.45  0.29
O: -0.64 0.82 -1.75  -0.64
H: -1.39 0.46 -1.28  0.31
H: -0.93 1.69 -2.03  0.32
O: -1.98 4.75 -2.60  -0.62
H: -1.08 5.08 -2.57  0.32
H: -2.43 5.23 -1.91  0.31

Net charge = 0
Total energy = -65363.6619 eV
Lowest unoccupied orbital energy = -0.11 eV
Energy above the lowest of the compared OMol25 structures with the same formula, charge and spin = 548.20 kJ/mol
Structure (SMILES) = COCCNCCOC.COCCNCCOC.COCCNCCOC.OCCO.OCCO.OCCO.OCCO.O.O
HOMO-LUMO gap = 8.404 eV



This record from OMol25 describes 16 unconnected molecules or ions with the total composition C26H74N3O17S2. The level of theory is ωB97M-V with the def2-TZVPD basis set.

Each line ends with the Mulliken charge.
Geometry (Å):
C: 3.35 1.46 4.28  -0.83
C: 2.13 1.53 4.93  -0.38
N: 0.96 0.85 4.54  0.20
C: 0.01 1.65 3.75  -0.64
C: 0.62 2.55 2.66  0.47
C: -0.47 3.06 1.69  -0.81
S: 0.08 3.30 -0.04  -0.07
C: 0.25 1.60 -0.51  -0.12
S: -1.05 0.77 -0.99  0.02
N: 1.57 1.13 -0.46  0.47
C: 2.65 1.77 -1.05  0.05
C: 3.70 0.99 -0.76  -1.63
N: 3.35 -0.10 -0.02  -0.65
C: 2.05 0.01 0.16  -0.09
C: 1.25 -0.49 3.98  0.36
C: 1.83 -1.43 5.06  -0.05
O: 2.67 -0.98 5.86  -0.71
O: 1.40 -2.62 4.99  -0.65
H: 4.16 0.96 4.78  0.28
H: 3.49 1.92 3.32  0.33
H: 2.01 2.14 5.82  0.33
H: -0.57 2.30 4.40  0.30
H: -0.70 0.98 3.28  0.01
H: 1.43 2.08 2.13  -0.24
H: 1.04 3.45 3.10  0.42
H: -1.31 2.37 1.66  0.15
H: -0.78 4.05 1.98  0.47
H: 2.59 2.68 -1.61  0.77
H: 4.71 1.15 -1.07  0.62
H: 1.37 -0.65 0.66  0.48
H: 0.32 -0.92 3.66  0.32
H: 1.90 -0.45 3.12  -0.11
C: -1.79 -3.15 0.36  -0.55
O: -2.72 -2.10 0.60  -0.16
H: -2.04 -3.97 1.02  0.33
H: -1.85 -3.49 -0.68  0.22
H: -0.77 -2.83 0.58  0.17
H: -2.57 -1.32 0.06  -0.07
C: 6.72 2.19 1.71  -0.62
O: 5.40 2.71 1.56  -0.35
H: 7.37 3.01 1.99  0.19
H: 6.74 1.43 2.50  0.31
H: 7.07 1.75 0.77  0.26
H: 4.83 1.97 1.32  0.19
C: 1.99 -5.60 4.17  -0.41
O: 1.57 -6.48 3.11  -0.56
H: 2.92 -5.15 3.88  0.25
H: 1.26 -4.82 4.34  0.14
H: 2.14 -6.17 5.09  0.33
H: 0.74 -6.87 3.37  0.28
C: -5.19 -0.88 -1.88  -0.73
O: -3.76 -0.89 -1.89  -0.28
H: -5.51 -0.35 -0.99  0.34
H: -5.56 -0.36 -2.77  0.19
H: -5.57 -1.90 -1.85  0.31
H: -3.49 -1.37 -2.68  0.17
C: -3.92 -0.36 2.69  -0.17
O: -2.52 -0.09 2.68  -0.34
H: -4.34 0.14 3.55  0.33
H: -4.40 0.02 1.78  0.22
H: -4.10 -1.44 2.77  -0.34
H: -2.15 -0.55 1.92  0.18
C: -6.00 -2.85 -4.82  -0.44
O: -4.58 -2.82 -4.78  -0.47
H: -6.36 -2.33 -3.94  0.24
H: -6.37 -2.34 -5.71  0.16
H: -6.37 -3.87 -4.80  0.27
H: -4.26 -3.28 -5.56  0.25
C: 4.20 5.39 -2.83  -0.63
O: 2.89 4.86 -2.89  -0.40
H: 4.36 5.80 -1.84  0.18
H: 4.94 4.60 -3.01  0.27
H: 4.34 6.18 -3.57  0.34
H: 2.75 4.49 -3.77  0.29
C: 7.41 5.84 0.55  -0.47
O: 7.00 5.13 -0.61  -0.49
H: 8.21 6.53 0.27  0.26
H: 6.58 6.43 0.96  0.25
H: 7.78 5.16 1.31  0.14
H: 6.30 4.53 -0.34  0.28
C: 2.11 3.58 -7.23  -0.61
O: 2.19 4.05 -5.89  -0.43
H: 3.07 3.78 -7.70  0.23
H: 1.92 2.51 -7.26  0.26
H: 1.33 4.10 -7.78  0.25
H: 1.34 3.88 -5.47  0.32
C: 3.32 -3.99 -0.64  -0.66
O: 2.41 -2.99 -0.21  -0.39
H: 2.79 -4.93 -0.67  0.21
H: 3.71 -3.76 -1.64  0.27
H: 4.16 -4.08 0.06  0.27
H: 2.90 -2.17 -0.19  0.41
C: -4.36 -3.72 3.83  -0.61
O: -4.16 -4.27 2.52  -0.56
H: -4.88 -4.47 4.42  0.29
H: -3.40 -3.49 4.31  0.26
H: -4.97 -2.82 3.78  0.29
H: -3.70 -3.60 2.01  0.36
C: 1.91 -4.78 8.55  -0.61
O: 2.05 -5.29 7.24  -0.47
H: 2.18 -5.57 9.25  0.23
H: 2.57 -3.92 8.71  0.25
H: 0.87 -4.47 8.75  0.24
H: 1.81 -4.57 6.63  0.36
C: -7.74 -4.05 -8.08  -0.52
O: -6.32 -4.04 -8.06  -0.48
H: -8.08 -3.53 -7.19  0.19
H: -8.13 -3.55 -8.96  0.28
H: -8.13 -5.08 -8.05  0.27
H: -6.02 -4.51 -8.85  0.28
C: -1.81 4.06 -4.22  -0.61
O: -0.40 3.83 -4.35  -0.53
H: -2.06 4.91 -4.85  0.32
H: -2.38 3.19 -4.54  0.23
H: -2.06 4.29 -3.19  0.23
H: -0.18 3.08 -3.78  0.24
C: -5.15 2.68 -3.14  -0.70
O: -3.83 2.16 -3.21  -0.38
H: -5.23 3.47 -3.88  0.28
H: -5.89 1.91 -3.36  0.27
H: -5.35 3.10 -2.15  0.30
H: -3.75 1.46 -2.56  0.23

Net charge = -1
Total energy = -89101.8460 eV
Lowest unoccupied orbital energy = 0.57 eV
HOMO-LUMO gap = 4.282 eV



This record from OMol25 describes 16 unconnected molecules or ions with the total composition C26H75BrNO19P. The level of theory is ωB97M-V with the def2-TZVPD basis set.

Each line ends with the Mulliken charge.
Geometry (Å):
N: 6.33 0.49 1.22  -0.54
C: 6.09 -0.90 0.76  -0.48
C: 4.96 -1.56 1.60  -0.32
C: 3.98 -2.36 0.74  0.39
O: 2.93 -2.93 1.52  -0.36
C: 1.76 -3.04 0.78  0.12
O: 1.64 -3.75 -0.19  -0.53
C: 0.62 -2.15 1.27  0.31
O: -0.60 -2.89 1.45  -0.44
C: -1.67 -2.06 1.10  -0.14
C: -2.41 -2.33 -0.01  -0.50
C: -3.44 -1.46 -0.31  -0.43
C: -3.68 -0.36 0.46  -0.47
C: -2.91 -0.09 1.58  -0.82
C: -1.90 -0.97 1.89  0.00
P: 4.86 -3.85 -0.07  0.24
O: 6.20 -4.18 0.86  -0.49
Br: 5.73 -3.12 -2.02  -0.10
H: 6.96 0.46 2.01  0.29
H: 6.80 0.94 0.45  0.23
H: 5.83 -0.86 -0.30  0.45
H: 7.03 -1.46 0.87  0.12
H: 5.44 -2.23 2.32  0.30
H: 4.44 -0.79 2.19  0.12
H: 3.64 -1.71 -0.07  -0.02
H: 0.43 -1.43 0.48  0.26
H: 0.87 -1.62 2.20  0.17
H: -2.19 -3.19 -0.64  0.47
H: -4.06 -1.65 -1.18  0.82
H: -4.47 0.34 0.22  0.42
H: -3.07 0.79 2.20  0.54
H: -1.28 -0.78 2.76  0.40
H: 5.90 -4.51 1.72  0.33
C: -6.94 0.03 -2.62  -0.50
O: -6.25 -0.86 -1.73  -0.41
H: -6.27 0.25 -3.45  0.17
H: -7.84 -0.44 -3.00  0.22
H: -7.19 0.95 -2.10  0.30
H: -6.85 -1.06 -1.00  0.26
C: -10.50 -0.43 -4.73  -0.36
O: -9.54 0.43 -4.11  -0.42
H: -10.95 -1.05 -3.95  0.07
H: -11.27 0.17 -5.21  0.19
H: -10.01 -1.08 -5.46  0.27
H: -9.15 0.97 -4.81  0.25
C: -1.33 3.39 1.50  -0.27
O: -1.62 2.78 2.76  -0.52
H: -1.49 2.66 0.72  0.24
H: -2.00 4.24 1.34  0.27
H: -0.29 3.72 1.48  0.03
H: -1.47 3.44 3.44  0.26
C: 0.24 6.82 0.31  -0.58
O: -0.04 6.22 1.57  -0.52
H: 0.07 6.08 -0.47  0.22
H: -0.42 7.68 0.14  0.30
H: 1.28 7.15 0.27  0.30
H: 0.11 6.89 2.25  0.30
C: 1.53 1.48 -0.49  -0.63
O: 2.15 0.22 -0.29  -0.45
H: 1.65 2.07 0.42  0.15
H: 2.00 2.01 -1.32  0.33
H: 0.46 1.35 -0.70  0.21
H: 2.04 -0.29 -1.10  0.25
C: 8.03 -1.71 -5.26  -0.57
O: 8.47 -2.71 -4.35  -0.50
H: 8.81 -1.55 -6.00  0.25
H: 7.12 -2.03 -5.77  0.26
H: 7.84 -0.77 -4.73  0.23
H: 7.77 -2.83 -3.70  0.14
C: 3.70 0.66 5.17  -0.57
O: 4.34 1.27 4.06  -0.41
H: 4.46 0.24 5.82  0.22
H: 3.12 1.40 5.73  0.31
H: 3.03 -0.13 4.83  0.19
H: 3.66 1.65 3.50  0.23
C: -12.06 3.19 -4.34  -0.48
O: -12.32 2.40 -5.50  -0.50
H: -11.19 2.78 -3.84  0.16
H: -11.86 4.22 -4.62  0.28
H: -12.91 3.15 -3.66  0.26
H: -13.09 2.77 -5.93  0.29
C: -3.18 0.70 -4.11  -0.58
O: -2.51 -0.18 -3.23  -0.49
H: -2.51 0.93 -4.94  0.27
H: -4.09 0.24 -4.50  0.19
H: -3.44 1.63 -3.60  0.26
H: -3.11 -0.38 -2.50  0.33
C: 8.25 0.38 5.17  -0.67
O: 8.01 0.12 3.80  -0.45
H: 7.50 1.08 5.52  0.23
H: 8.17 -0.55 5.75  0.29
H: 9.25 0.81 5.31  0.28
H: 8.68 -0.51 3.50  0.21
C: 10.41 -5.56 -2.98  -0.48
O: 9.39 -5.54 -3.97  -0.50
H: 10.67 -6.60 -2.79  0.23
H: 11.30 -5.03 -3.33  0.24
H: 10.05 -5.11 -2.05  0.19
H: 9.17 -4.61 -4.13  0.38
C: -11.95 -1.71 -0.98  -0.53
O: -10.98 -0.84 -0.38  -0.52
H: -12.40 -2.32 -0.20  0.27
H: -12.73 -1.11 -1.46  0.27
H: -11.47 -2.36 -1.71  0.22
H: -10.60 -0.31 -1.09  0.26
C: 2.80 6.33 4.00  -0.60
O: 2.52 5.55 2.84  -0.44
H: 3.67 5.90 4.49  0.22
H: 3.01 7.36 3.72  0.26
H: 1.95 6.30 4.69  0.27
H: 1.74 5.93 2.41  0.30
C: -10.30 -2.24 3.13  -0.53
O: -9.88 -1.57 1.95  -0.41
H: -9.42 -2.53 3.70  0.21
H: -10.91 -1.57 3.75  0.25
H: -10.88 -3.13 2.88  0.24
H: -10.66 -1.31 1.45  0.28
C: 11.08 -1.71 1.47  -0.48
O: 10.64 -1.97 2.80  -0.49
H: 10.20 -1.50 0.86  0.15
H: 11.74 -0.84 1.45  0.28
H: 11.60 -2.58 1.07  0.28
H: 11.42 -2.15 3.33  0.28

Net charge = 0
Total energy = -147894.9279 eV
Lowest unoccupied orbital energy = 0.30 eV
HOMO-LUMO gap = 8.491 eV



This record from OMol25 describes 10 unconnected molecules or ions with the total composition C26H75N3O10. The level of theory is ωB97M-V with the def2-TZVPD basis set.

Each line ends with the Löwdin spin population.
Geometry (Å):
C: 0.21 16.22 19.90  0.00
C: -0.19 14.86 20.42  0.00
C: -1.56 14.29 19.95  0.01
O: -1.74 12.93 20.44  0.00
C: -2.95 12.37 19.86  0.01
N: 0.81 14.01 20.00  0.00
H: -0.61 16.89 20.15  0.00
H: 0.32 16.23 18.81  0.00
H: 1.06 16.63 20.44  0.00
H: -0.10 14.90 21.50  0.00
H: -1.72 14.46 18.89  0.01
H: -2.27 14.98 20.41  0.00
H: -3.79 13.07 19.89  0.00
H: -3.28 11.49 20.42  0.00
H: -2.67 11.96 18.89  0.00
H: 0.99 14.15 19.02  0.00
H: 0.52 13.07 20.21  0.00
C: -11.76 11.78 18.77  0.02
C: -11.90 11.41 20.26  0.00
C: -13.15 10.62 20.74  0.00
O: -13.25 9.44 19.91  0.00
C: -14.46 8.74 20.01  0.00
N: -10.75 10.68 20.69  0.00
H: -11.76 10.85 18.20  0.00
H: -10.91 12.39 18.48  0.01
H: -12.50 12.50 18.42  0.00
H: -11.92 12.27 20.92  0.00
H: -14.05 11.19 20.51  0.00
H: -13.12 10.37 21.80  0.00
H: -14.66 8.46 21.05  0.00
H: -14.39 7.75 19.56  0.00
H: -15.34 9.25 19.62  0.00
H: -9.94 10.83 20.11  0.00
H: -11.04 9.72 20.60  0.00
C: -5.57 10.28 25.37  0.00
C: -6.64 9.17 25.57  0.00
C: -6.12 7.85 25.15  0.00
O: -6.15 7.74 23.73  0.00
C: -5.70 6.51 23.09  0.00
N: -7.07 9.12 26.94  0.00
H: -5.53 10.67 24.35  0.00
H: -4.59 9.80 25.47  0.00
H: -5.70 11.12 26.05  0.00
H: -7.53 9.48 25.02  0.00
H: -6.80 7.06 25.48  0.00
H: -5.14 7.62 25.59  0.00
H: -5.50 6.77 22.05  0.00
H: -6.49 5.75 23.07  0.00
H: -4.74 6.12 23.42  0.00
H: -7.92 8.58 26.97  0.00
H: -7.47 10.02 27.18  0.00
C: -9.13 7.70 18.26  0.01
C: -8.03 8.83 17.98  0.02
O: -8.56 10.05 17.58  0.03
H: -8.59 6.76 18.14  0.00
H: -9.98 7.82 17.59  0.00
H: -9.49 7.76 19.29  0.00
H: -7.26 8.49 17.28  0.01
H: -7.36 9.02 18.82  0.00
H: -7.80 10.50 17.20  0.01
C: -9.40 6.93 23.22  0.00
C: -10.79 7.37 23.79  0.00
O: -10.51 8.14 24.93  0.00
H: -9.60 6.36 22.31  0.00
H: -8.80 6.33 23.90  0.00
H: -8.77 7.76 22.89  0.00
H: -11.27 6.50 24.23  0.00
H: -11.35 7.93 23.05  0.00
H: -10.41 9.07 24.70  0.00
C: -5.99 14.70 21.63  0.01
C: -6.62 14.47 22.97  0.01
O: -7.54 15.35 23.46  0.01
H: -5.57 15.70 21.52  0.00
H: -6.83 14.62 20.95  0.00
H: -5.16 14.05 21.37  0.00
H: -5.75 14.60 23.61  0.00
H: -7.01 13.45 22.90  0.00
H: -6.95 16.01 23.80  0.00
C: -6.33 11.47 20.43  0.01
C: -6.86 10.52 21.52  0.00
O: -5.78 9.65 21.91  0.00
H: -6.13 11.03 19.45  0.00
H: -5.49 12.05 20.80  0.00
H: -7.09 12.23 20.22  0.00
H: -7.70 9.92 21.17  0.00
H: -7.18 11.06 22.41  0.00
H: -6.08 9.30 22.75  0.00
C: -10.14 11.33 25.70  0.00
C: -10.12 11.90 24.35  0.00
O: -10.65 10.86 23.58  0.00
H: -9.39 10.56 25.91  0.00
H: -11.05 10.81 26.00  0.00
H: -9.91 12.12 26.41  0.00
H: -9.16 12.16 23.90  0.00
H: -10.72 12.81 24.32  0.00
H: -10.87 11.17 22.70  0.00
C: -4.20 9.65 17.57  0.03
C: -3.35 9.90 16.33  0.08
O: -2.53 8.84 15.88  0.02
H: -4.58 10.56 18.03  0.00
H: -3.67 9.06 18.32  0.00
H: -5.05 9.03 17.29  0.01
H: -2.62 10.68 16.51  0.01
H: -4.00 10.17 15.50  0.05
H: -3.00 8.03 16.09  0.01
C: -6.18 13.83 17.30  0.07
C: -7.06 12.81 16.55  0.10
O: -6.50 11.54 16.47  0.20
H: -5.70 13.56 18.24  0.00
H: -6.71 14.74 17.58  0.01
H: -5.36 14.26 16.73  0.03
H: -7.48 13.15 15.60  0.04
H: -7.88 12.67 17.25  0.01
H: -6.18 11.39 15.58  0.10

Net charge = -1
Multiplicity = 2
Total energy = -53116.9666 eV
Lowest unoccupied orbital energy (alpha / beta) = 2.21 / 2.14 eV
Energy above the lowest of the compared OMol25 structures with the same formula, charge and spin = 0.00 kJ/mol
HOMO-LUMO gap (alpha / beta) = 1.625 / 9.236 eV



| no. | F_max (eV/A) |
| --- | --- |
| 1 | 3.94 |
| 2 | 2.15 |
| 3 | 2.32 |
| 4 | 3.59 |